Computed, not measured: 9 unconnected molecules or ions with the total composition C44H105ClN7O12 in a non-equilibrium geometry, with wB97M-V/def2-TZVPD.

Each line ends with the Löwdin charge.
Positions of all 169 atoms, in Å:
Cl 0.330 0.901 0.574  0.669
O -0.350 0.567 1.768  -0.366
O 1.776 0.892 0.601  -0.289
O -0.153 -0.127 -0.315  -0.374
O -0.122 2.143 -0.030  -0.356
C -3.110 0.693 6.430  0.010
C -1.843 1.147 5.648  -0.425
C -0.983 2.082 6.624  -0.088
C 0.030 1.381 7.583  -0.160
C 0.802 0.353 6.773  -0.124
C -0.094 -0.668 5.991  -0.450
N -1.095 0.057 5.131  0.139
O -1.748 -0.858 4.244  0.086
C 0.861 -1.414 5.101  -0.029
C -0.709 -1.661 6.932  -0.003
C -2.307 2.124 4.497  0.007
H -3.662 0.220 5.618  0.092
H -3.748 1.514 6.756  0.101
H -3.004 0.008 7.271  0.088
H -0.577 2.977 6.152  0.119
H -1.727 2.526 7.286  0.113
H -0.453 0.945 8.458  0.108
H 0.768 2.105 7.930  0.119
H 1.554 -0.139 7.391  0.134
H 1.378 0.940 6.058  0.132
H 1.618 -1.896 5.720  0.106
H 0.360 -2.170 4.498  0.082
H 1.476 -0.836 4.412  0.090
H 0.041 -2.361 7.300  0.109
H -1.085 -1.199 7.844  0.085
H -1.476 -2.279 6.465  0.091
H -2.741 1.572 3.664  0.088
H -1.552 2.806 4.106  0.087
H -3.180 2.712 4.780  0.097
H -1.501 -0.502 3.388  0.094
C -4.398 -5.292 3.203  -0.051
C -2.951 -4.876 2.948  -0.480
C -2.183 -6.178 2.679  -0.143
C -0.932 -6.060 1.808  -0.182
C -1.343 -5.335 0.533  -0.131
C -1.948 -3.925 0.752  -0.468
N -3.078 -4.022 1.746  -0.126
O -3.703 -2.818 1.975  0.006
C -0.835 -2.955 1.155  -0.021
C -2.606 -3.456 -0.522  -0.029
C -2.405 -4.126 4.214  -0.026
H -5.045 -4.419 3.282  0.078
H -4.536 -5.906 4.093  0.086
H -4.800 -5.803 2.329  0.087
H -1.860 -6.654 3.605  0.119
H -2.824 -6.899 2.172  0.116
H -0.517 -7.041 1.577  0.112
H -0.168 -5.629 2.455  0.105
H -2.004 -5.931 -0.096  0.121
H -0.418 -5.388 -0.041  0.110
H -1.232 -1.971 1.408  0.059
H -0.281 -3.284 2.034  0.061
H -0.155 -2.738 0.332  0.088
H -3.402 -4.116 -0.866  0.093
H -3.073 -2.484 -0.363  0.090
H -1.902 -3.343 -1.347  0.064
H -1.383 -3.800 4.024  0.058
H -2.462 -4.684 5.149  0.086
H -2.952 -3.201 4.398  0.059
H -2.991 -2.416 2.477  0.057
C -0.139 5.271 -2.931  -0.041
C -0.692 6.227 -1.868  -0.514
C -2.097 6.598 -2.334  -0.124
C -2.996 7.302 -1.263  -0.167
C -3.134 6.407 -0.041  -0.137
C -1.707 5.951 0.515  -0.468
N -0.811 5.546 -0.564  -0.082
O 0.462 5.049 -0.118  0.006
C -1.094 7.067 1.409  -0.041
C -1.924 4.755 1.518  -0.044
C 0.199 7.480 -1.947  -0.028
H -0.363 5.607 -3.944  0.097
H -0.534 4.267 -2.774  0.064
H 0.905 4.972 -2.843  0.089
H -2.110 7.343 -3.129  0.115
H -2.511 5.667 -2.721  0.112
H -4.040 7.414 -1.554  0.103
H -2.697 8.299 -0.938  0.107
H -3.588 5.452 -0.302  0.103
H -3.823 6.818 0.697  0.112
H -0.787 7.875 0.745  0.057
H -1.791 7.507 2.122  0.079
H -0.148 6.755 1.852  0.076
H -1.051 4.561 2.141  0.073
H -2.861 4.854 2.066  0.074
H -2.141 3.897 0.883  0.063
H -0.198 8.248 -1.283  0.065
H 0.167 7.774 -2.996  0.082
H 1.239 7.267 -1.701  0.085
H 0.272 4.109 -0.164  0.048
C -3.151 2.288 -1.883  -0.160
O -2.171 1.319 -2.134  -0.132
H -2.708 3.253 -1.639  0.055
H -3.857 2.530 -2.678  0.078
H -3.756 2.015 -1.019  0.074
H -1.408 1.416 -1.558  0.014
C -1.138 -1.980 -5.788  -0.034
C -1.115 -2.375 -4.278  -0.394
C -0.070 -3.426 -3.876  -0.213
O -0.274 -4.716 -4.375  -0.157
C -1.018 -5.496 -3.507  -0.132
N -0.868 -1.188 -3.450  0.048
H -1.496 -2.850 -6.338  0.073
H -0.149 -1.678 -6.131  0.066
H -1.822 -1.151 -5.972  0.066
H -2.125 -2.662 -3.987  0.124
H 0.065 -3.433 -2.795  0.106
H 0.920 -3.128 -4.221  0.126
H -1.119 -6.493 -3.937  0.090
H -2.030 -5.118 -3.360  0.085
H -0.534 -5.639 -2.541  0.074
H -1.668 -0.578 -3.541  0.060
H -0.861 -1.383 -2.459  0.051
C 6.172 -4.253 -0.711  -0.075
C 5.479 -2.932 -0.345  -0.383
C 4.415 -3.106 0.802  -0.178
O 3.796 -1.858 1.106  -0.161
C 2.867 -2.014 2.165  -0.127
N 6.562 -1.981 0.065  0.038
H 5.424 -4.974 -1.042  0.073
H 6.835 -4.541 0.104  0.075
H 6.805 -4.101 -1.585  0.069
H 5.110 -2.456 -1.254  0.093
H 4.857 -3.652 1.636  0.120
H 3.619 -3.746 0.422  0.115
H 2.457 -1.014 2.309  0.065
H 3.313 -2.237 3.134  0.082
H 1.974 -2.617 2.003  0.072
H 6.978 -2.367 0.900  0.055
H 7.359 -2.049 -0.552  0.050
C 1.639 1.288 -5.598  -0.041
C 0.781 2.097 -4.573  -0.377
C -0.674 2.337 -5.008  -0.242
O -0.739 3.094 -6.180  -0.179
C -2.109 3.256 -6.717  -0.061
N 0.894 1.353 -3.300  0.073
H 1.330 0.252 -5.734  0.060
H 2.675 1.266 -5.258  0.057
H 1.718 1.811 -6.551  0.069
H 1.258 3.056 -4.371  0.119
H -1.257 2.804 -4.214  0.090
H -1.198 1.383 -5.066  0.109
H -2.446 2.310 -7.140  0.076
H -2.219 3.868 -7.612  0.075
H -2.760 3.654 -5.939  0.079
H 0.642 0.389 -3.464  0.015
H 0.071 1.588 -2.763  0.023
C 6.501 -0.401 -4.822  -0.081
C 5.659 0.108 -3.681  -0.446
C 4.516 -0.885 -3.402  -0.191
O 3.898 -0.637 -2.104  -0.165
C 2.720 -1.492 -1.958  -0.093
N 6.569 0.317 -2.585  0.052
H 7.419 0.171 -4.961  0.077
H 5.964 -0.318 -5.767  0.074
H 6.676 -1.476 -4.781  0.079
H 5.109 1.036 -3.838  0.137
H 4.968 -1.877 -3.411  0.102
H 3.800 -0.936 -4.222  0.118
H 1.830 -1.285 -2.553  0.056
H 2.422 -1.373 -0.916  0.066
H 2.952 -2.550 -2.082  0.076
H 6.922 -0.602 -2.356  0.050
H 7.410 0.618 -3.057  0.053

Spin multiplicity = 2

=====

Computed, not measured: 8 unconnected molecules or ions with the total composition C44H106N9O12 in a non-equilibrium geometry, with wB97M-V/def2-TZVPD.

Each line ends with the Löwdin charge.
Positions of all 171 atoms, in Å:
O -14.743 21.011 -1.176  -0.544
C -15.727 20.416 -2.037  -0.461
C -17.262 21.019 -2.200  -0.494
O -18.445 20.578 -1.561  -0.514
H -15.862 19.385 -1.713  0.036
H -15.259 20.377 -3.021  0.031
H -17.477 21.109 -3.265  0.019
H -17.253 22.088 -1.990  0.035
C -19.743 12.350 -5.934  -0.049
C -20.165 11.871 -4.523  -0.165
N -20.338 13.015 -3.669  -0.058
C -19.298 13.884 -3.241  0.023
C -19.891 15.043 -2.745  0.015
N -21.285 14.848 -2.792  -0.061
C -21.504 13.669 -3.351  -0.007
C -22.275 15.874 -2.213  0.048
H -19.640 11.472 -6.572  0.085
H -18.826 12.931 -6.031  0.081
H -20.625 12.769 -6.420  0.081
H -19.428 11.265 -3.996  0.133
H -21.064 11.255 -4.538  0.137
H -18.267 13.564 -3.266  0.137
H -19.588 15.940 -2.225  0.133
H -22.466 13.235 -3.580  0.170
H -23.294 15.520 -2.054  0.097
H -22.482 16.750 -2.828  0.088
H -21.932 16.169 -1.221  0.098
C -19.255 15.054 4.824  -0.054
C -18.531 15.224 3.475  -0.147
N -17.221 15.858 3.587  -0.046
C -16.749 16.969 2.914  -0.003
C -15.467 17.288 3.288  0.025
N -15.141 16.349 4.275  -0.075
C -16.280 15.584 4.456  -0.016
C -13.904 16.184 5.044  0.021
H -19.111 15.907 5.487  0.088
H -18.990 14.151 5.376  0.083
H -20.321 14.969 4.612  0.086
H -19.144 15.799 2.781  0.127
H -18.390 14.240 3.030  0.131
H -17.352 17.392 2.123  0.140
H -14.797 18.033 2.883  0.138
H -16.330 14.726 5.110  0.176
H -14.241 16.191 6.081  0.109
H -13.212 17.010 4.884  0.102
H -13.394 15.269 4.744  0.105
C -17.359 23.447 5.254  -0.046
O -16.936 24.766 4.766  -0.208
C -17.658 25.361 3.702  -0.186
C -17.158 24.808 2.322  -0.050
N -15.630 24.878 2.100  0.096
H -15.081 24.692 2.927  0.141
H -15.380 24.161 1.433  0.163
C -14.943 26.201 1.599  -0.040
C -14.411 27.044 2.757  -0.221
O -13.524 26.211 3.518  -0.219
C -12.768 27.097 4.421  -0.035
H -17.142 22.651 4.542  0.080
H -18.407 23.522 5.547  0.092
H -16.847 23.236 6.193  0.092
H -17.455 26.432 3.698  0.117
H -18.722 25.265 3.921  0.133
H -17.799 25.088 1.487  0.136
H -17.271 23.727 2.403  0.119
H -15.754 26.666 1.038  0.133
H -14.034 25.957 1.050  0.135
H -15.147 27.382 3.486  0.125
H -13.924 27.908 2.305  0.133
H -13.499 27.537 5.100  0.098
H -12.138 27.742 3.809  0.097
H -12.139 26.438 5.020  0.093
C -18.285 19.185 -16.173  -0.070
O -17.971 20.374 -15.479  -0.171
C -19.014 20.954 -14.858  -0.253
C -18.482 21.583 -13.535  -0.042
N -17.968 20.465 -12.535  0.102
H -18.578 19.661 -12.506  0.162
H -17.088 20.240 -12.977  0.158
C -17.795 21.079 -11.063  -0.047
C -17.318 20.019 -10.078  -0.227
O -18.407 19.179 -9.801  -0.211
C -18.163 18.072 -8.900  -0.048
H -18.642 18.363 -15.553  0.093
H -17.419 18.812 -16.719  0.102
H -19.009 19.392 -16.961  0.104
H -19.771 20.227 -14.561  0.128
H -19.473 21.718 -15.485  0.147
H -19.196 22.231 -13.026  0.130
H -17.591 22.151 -13.800  0.134
H -18.775 21.482 -10.809  0.131
H -17.162 21.957 -11.193  0.133
H -16.941 20.570 -9.217  0.138
H -16.582 19.416 -10.610  0.129
H -17.985 18.413 -7.881  0.097
H -17.259 17.629 -9.319  0.084
H -18.906 17.306 -9.121  0.097
C -25.210 19.333 -5.667  -0.081
O -24.337 20.286 -5.069  -0.176
C -22.993 20.193 -5.549  -0.204
C -22.276 21.578 -5.353  -0.052
N -22.423 22.053 -3.875  0.085
H -23.361 21.855 -3.556  0.149
H -21.743 21.535 -3.335  0.170
C -22.178 23.553 -3.806  -0.045
C -22.684 24.114 -2.397  -0.232
O -24.000 23.788 -2.265  -0.199
C -24.317 23.505 -0.877  -0.045
H -25.058 19.250 -6.743  0.091
H -26.203 19.782 -5.684  0.100
H -25.251 18.360 -5.178  0.092
H -22.872 19.866 -6.582  0.119
H -22.376 19.386 -5.153  0.114
H -22.705 22.263 -6.084  0.129
H -21.214 21.637 -5.592  0.132
H -22.751 24.083 -4.566  0.135
H -21.094 23.546 -3.926  0.136
H -22.655 25.199 -2.292  0.139
H -22.063 23.646 -1.634  0.121
H -23.823 22.550 -0.700  0.086
H -25.383 23.278 -0.906  0.101
H -24.028 24.240 -0.126  0.102
C -8.066 22.961 2.234  -0.035
O -8.350 21.930 1.255  -0.205
C -9.090 22.285 0.125  -0.231
C -9.156 21.161 -0.955  -0.055
N -9.865 19.946 -0.326  0.102
H -9.437 19.566 0.506  0.155
H -10.847 20.163 -0.234  0.172
C -9.684 18.693 -1.226  -0.080
C -10.299 17.476 -0.577  -0.186
O -9.556 17.297 0.662  -0.210
C -9.929 16.127 1.375  -0.077
H -7.506 22.538 3.068  0.100
H -9.051 23.335 2.512  0.090
H -7.420 23.699 1.758  0.094
H -8.743 23.202 -0.351  0.130
H -10.113 22.487 0.441  0.123
H -8.130 20.811 -1.066  0.129
H -9.490 21.433 -1.957  0.137
H -8.625 18.602 -1.469  0.141
H -10.183 18.819 -2.186  0.136
H -10.439 16.611 -1.225  0.137
H -11.351 17.594 -0.319  0.126
H -9.328 16.029 2.278  0.102
H -9.665 15.296 0.720  0.095
H -11.011 16.157 1.509  0.084
C -9.738 25.573 -11.180  -0.072
O -9.281 25.980 -9.867  -0.158
C -8.187 25.199 -9.496  -0.238
C -8.546 23.854 -8.871  -0.043
N -9.392 24.012 -7.516  0.107
H -9.584 23.091 -7.149  0.155
H -8.909 24.551 -6.812  0.170
C -10.756 24.734 -7.788  -0.092
C -11.802 24.310 -6.813  -0.181
O -12.955 25.228 -6.926  -0.179
C -14.039 25.147 -6.008  -0.089
H -10.164 24.578 -11.311  0.081
H -8.961 25.640 -11.941  0.101
H -10.561 26.154 -11.595  0.099
H -7.556 25.701 -8.764  0.137
H -7.446 24.968 -10.262  0.143
H -7.667 23.324 -8.504  0.132
H -9.018 23.225 -9.626  0.130
H -11.131 24.479 -8.780  0.135
H -10.436 25.775 -7.734  0.141
H -11.436 24.251 -5.788  0.128
H -12.032 23.310 -7.182  0.127
H -14.654 24.268 -6.201  0.090
H -14.665 26.011 -5.784  0.094
H -13.578 25.121 -5.020  0.082

Spin multiplicity = 1
Energy relative to the best compared isomer or geometry (same formula, charge and spin) = 0.000 eV
Total charge = +5

=====

Number 1: total energy -3485.1260 Ha. Number 2: total energy -3133.5102 Ha.